# 1
17
Properties=species:S:1:pos:R:3 method="wB97M-V/def2-TZVPD" de_lowest_kj_mol=314.9 homo_lumo_gap_ev="7.3 / 8.9" multiplicity=1 max_force_ev_per_a=4.987 lumo_energy_ev="-4.9 / -4.3" charge=+1
C -0.14 -2.93 -0.28
C -0.47 -1.44 -0.49
C -0.48 1.92 0.06
C 0.22 -0.58 0.51
N 0.53 3.00 0.14
F -0.24 -0.71 1.77
I 2.25 -0.19 0.34
H -0.99 -3.51 0.15
H 0.69 -3.11 0.34
H 0.06 -3.29 -1.30
H -0.12 -1.15 -1.47
H -1.61 -1.41 -0.31
H -1.13 2.15 -0.73
H -1.06 1.63 0.93
H 1.55 2.56 0.10
H 0.54 3.49 0.96
H 0.40 3.56 -0.71

---

# 2
58
Properties=species:S:1:pos:R:3 method="wB97M-V/def2-TZVPD" de_lowest_kj_mol=781.4 homo_lumo_gap_ev=9.0 multiplicity=1 max_force_ev_per_a=8.794 lumo_energy_ev=-2.7 charge=+1
N 0.40 -0.35 -1.18
C -0.60 -1.50 -1.28
C -0.51 -2.09 0.17
N -1.14 -1.14 1.08
C -2.67 -1.28 1.25
C -3.51 -0.31 0.44
H 0.43 0.36 -1.95
H 1.37 -0.81 -1.46
H 0.46 0.00 -0.33
H -1.67 -1.21 -1.59
H -0.22 -2.35 -1.85
H 0.49 -2.41 0.47
H -0.91 -3.11 0.22
H -0.54 -1.22 1.93
H -2.84 -0.97 2.29
H -3.07 -2.31 0.99
H -3.58 -0.82 -0.44
H -4.53 0.01 0.90
H -2.90 0.69 0.36
H 2.39 1.69 -3.26
H 3.65 1.19 -3.05
O 2.98 1.28 -3.77
H 1.84 -0.51 1.35
H 1.81 -0.37 2.98
O 1.28 -0.40 2.16
H 1.03 1.73 0.88
H 0.71 2.87 -0.01
O 1.42 2.26 0.19
H -0.01 3.35 3.25
H 1.28 2.35 3.45
O 0.39 2.56 3.36
H 3.42 0.77 0.09
H 4.15 -0.52 -0.18
O 3.33 -0.20 0.12
H -0.14 1.82 -4.54
H -0.59 2.70 -3.23
O 0.03 2.12 -3.62
H 2.35 -0.63 -4.30
H 1.00 -0.84 -3.52
O 1.98 -1.03 -3.35
H -3.42 1.06 4.31
H -2.03 1.61 4.12
O -2.58 1.24 4.81
H 4.46 0.79 4.32
H 3.54 1.79 3.53
O 4.37 1.34 3.47
H 1.02 0.72 4.54
H 1.71 0.15 5.64
O 1.87 0.41 4.79
H -2.70 -3.41 -2.37
H -3.53 -2.66 -1.28
O -2.77 -3.36 -1.46
H -4.19 0.59 -2.24
H -3.51 1.11 -3.50
O -3.38 0.48 -2.88
H -2.66 -1.28 -4.30
H -1.36 -1.92 -4.44
O -1.90 -1.51 -3.87

---

# 3
103
Properties=species:S:1:pos:R:3 method="wB97M-V/def2-TZVPD" de_lowest_kj_mol=359.2 homo_lumo_gap_ev="4.9 / 5.8" multiplicity=2 max_force_ev_per_a=1.858 lumo_energy_ev="1.5 / 1.7" charge=-1
K -0.14 1.58 -0.94
O -1.57 1.96 -2.64
C -1.53 2.17 -3.89
C -2.71 2.09 -4.70
C -2.72 2.33 -6.05
C -1.54 2.69 -6.72
C -0.39 2.81 -5.98
C -0.33 2.54 -4.61
C 0.95 2.75 -3.94
N 1.27 2.33 -2.79
C 2.53 2.76 -2.23
C 3.46 1.60 -1.85
N 2.90 0.62 -0.93
C 2.77 0.88 0.30
C 3.08 2.15 1.02
C 4.35 2.47 1.47
C 4.59 3.67 2.13
C 3.53 4.56 2.31
C 2.26 4.25 1.87
C 1.96 3.02 1.23
O 0.79 2.68 0.84
H -3.63 1.83 -4.18
H -3.65 2.25 -6.61
H -1.55 2.89 -7.78
H 0.53 3.11 -6.48
H 1.67 3.35 -4.52
H 2.33 3.35 -1.33
H 3.09 3.40 -2.94
H 4.37 2.05 -1.43
H 3.72 1.06 -2.76
H 2.33 0.07 0.91
H 5.16 1.76 1.31
H 5.59 3.91 2.47
H 3.72 5.51 2.80
H 1.44 4.95 2.02
O -3.84 0.87 0.82
C -2.71 0.54 0.17
O -1.60 0.82 0.66
C -2.86 -0.13 -1.10
C -4.09 -0.20 -1.77
C -4.12 -0.73 -3.04
C -2.94 -1.21 -3.60
C -1.78 -1.14 -2.84
N -1.73 -0.63 -1.62
C -0.46 -1.64 -3.38
O -0.56 -2.68 -4.26
O 0.61 -1.21 -3.08
H -3.57 1.29 1.64
H -4.98 0.21 -1.30
H -5.04 -0.75 -3.61
H -2.94 -1.55 -4.63
H -1.48 -2.89 -4.42
C 0.12 -4.22 2.41
Ge 0.81 -2.40 2.79
C 2.79 -2.53 2.75
C 0.36 -2.24 4.73
Ge -0.40 -0.31 2.07
C 0.19 1.14 3.28
C -0.57 2.28 3.50
C -0.13 3.27 4.36
C 1.09 3.13 5.01
C 1.88 2.01 4.78
C 1.43 1.03 3.91
C -2.16 -0.91 2.81
C -2.85 -0.27 3.84
C -4.16 -0.60 4.14
C -4.82 -1.58 3.40
C -4.14 -2.24 2.39
C -2.82 -1.91 2.10
H 0.12 -4.77 3.36
H 0.77 -4.74 1.70
H -0.89 -4.20 2.02
H 3.06 -3.55 3.03
H 3.23 -1.84 3.47
H 3.21 -2.32 1.76
H 0.91 -2.99 5.31
H -0.71 -2.42 4.86
H 0.59 -1.25 5.13
H -1.50 2.41 2.96
H -0.72 4.16 4.52
H 1.44 3.91 5.68
H 2.84 1.92 5.26
H 2.06 0.17 3.71
H -2.34 0.50 4.42
H -4.68 -0.09 4.94
H -5.85 -1.81 3.60
H -4.65 -3.01 1.81
H -2.29 -2.42 1.30
C 2.45 -2.33 -1.44
N 1.38 -3.29 -1.75
C 1.55 -4.09 -2.94
C 0.25 -3.22 -1.02
C -0.91 -4.10 -1.44
O 0.16 -2.49 -0.04
H 3.00 -2.65 -0.55
H 2.03 -1.34 -1.26
H 3.12 -2.28 -2.29
H 2.59 -4.43 -3.00
H 1.32 -3.52 -3.84
H 0.92 -4.98 -2.91
H -0.71 -5.14 -1.18
H -1.10 -4.04 -2.51
H -1.79 -3.76 -0.90

---

# 4
12
Properties=species:S:1:pos:R:3 method="wB97M-V/def2-TZVPD" de_lowest_kj_mol=222.0 homo_lumo_gap_ev=7.9 multiplicity=1 max_force_ev_per_a=3.863 lumo_energy_ev=-1.4 charge=0
H -3.59 0.42 0.76
N -3.06 0.12 -0.03
C -1.95 -0.23 0.45
N -1.02 -0.70 -0.47
S 0.58 -1.19 -0.14
C 1.37 0.32 -0.12
S 0.64 1.77 -0.08
C 2.91 0.22 -0.04
O 3.44 -0.82 0.32
H -1.54 -0.46 1.39
H -1.23 -0.66 -1.56
H 3.44 1.21 -0.48

---

# 5
17
Properties=species:S:1:pos:R:3 method="wB97M-V/def2-TZVPD" de_lowest_kj_mol=69.8 homo_lumo_gap_ev=10.9 multiplicity=1 max_force_ev_per_a=0.489 lumo_energy_ev=1.1 charge=0
O 2.05 -1.04 2.10
C 2.37 -0.88 0.95
C 1.55 -0.13 -0.07
C 0.32 0.58 0.50
C -0.79 0.72 -0.52
C -1.53 -0.52 -0.91
C -2.22 0.55 -0.11
H 3.31 -1.32 0.56
H 2.22 0.56 -0.61
H 1.24 -0.88 -0.82
H 0.61 1.56 0.90
H -0.04 0.00 1.36
H -0.60 1.44 -1.31
H -1.83 -0.66 -1.95
H -1.27 -1.45 -0.40
H -2.98 1.14 -0.60
H -2.42 0.34 0.94

---

# 6
29
Properties=species:S:1:pos:R:3 method="wB97M-V/def2-TZVPD" de_lowest_kj_mol=80.0 homo_lumo_gap_ev="4.8 / 6.6" multiplicity=3 max_force_ev_per_a=5.473 lumo_energy_ev="0.5 / -2.3" charge=0
C -1.23 -0.30 -0.72
C 0.94 0.86 -0.06
C 0.20 -0.43 -0.23
C -0.51 2.05 -2.19
C 1.65 -1.40 1.80
C -0.18 -2.66 0.77
C -0.59 -0.63 2.23
C 0.31 -1.25 1.10
O -2.20 3.73 -3.74
P -0.83 3.66 -3.26
S -1.35 0.41 -2.40
S 1.11 1.79 -1.68
H -1.71 -1.28 -0.62
H -1.63 0.49 -0.13
H 0.59 1.54 0.68
H 1.96 0.66 0.07
H 0.62 -0.89 -1.08
H -1.03 2.37 -1.36
H 1.71 -2.11 2.61
H 1.94 -0.46 2.33
H 2.54 -1.69 1.32
H -0.02 -3.25 1.65
H -1.23 -2.69 0.60
H 0.32 -2.98 -0.10
H -1.49 -0.09 2.00
H 0.00 0.00 2.96
H -0.93 -1.50 2.91
H 1.03 2.99 -1.13
H 0.01 3.07 -4.35